[1]
Entry from the Open Molecules 2025 dataset: a cluster of 2 separate species, C10H11N3S2 in total in a non-equilibrium geometry (the ωB97M-V functional and the def2-TZVPD basis).

```
26
Properties=species:S:1:pos:R:3:lowdin_charge:R:1
C 2.58966 2.71443 0.14968 -0.06
C 2.52909 0.52230 -0.31601 0.07
H -2.45396 0.69227 -0.54782 0.12
S -8.86048 1.50356 -0.38222 0.96
H -1.67197 1.46036 1.09218 0.09
C -0.67174 -0.12322 0.24154 -0.31
H 0.01494 -3.24096 -1.09863 0.13
C -0.61221 -1.24188 -0.62624 -0.08
H 1.93090 -1.33675 2.28134 0.13
C 1.23201 -1.32298 1.41495 -0.05
H 1.61484 -3.28614 1.02777 0.13
N 1.50573 0.93142 0.53480 -0.04
H 0.26822 0.47258 2.14946 0.18
H 3.97926 1.82652 -1.29786 0.22
C 0.16508 -2.32206 -0.48518 -0.06
N 1.67593 2.19060 0.87394 0.14
H -1.52813 -1.29315 -1.24263 0.13
C -8.95780 -0.13768 -0.28586 -1.03
C 0.56316 0.03810 1.14062 -0.20
H 2.89986 3.75725 0.25406 0.15
N 3.15309 1.67729 -0.62907 0.14
S -8.95399 -1.59521 0.23033 1.05
C 1.06179 -2.41738 0.64615 -0.07
H -9.06124 1.60429 -1.76593 0.01
H 2.89490 -0.41450 -0.53731 0.14
C -1.67856 0.68223 0.31617 0.09
```

LUMO level: -8.64 eV
ΔE to the lowest compared entry with this formula, charge and spin: 0.0 kcal/mol
net charge: +2
calculated total energy: -1347.5737 hartree
HOMO-LUMO gap: 4.90 eV
F_max: 5.14 eV Å⁻¹

[2]
Entry from the Open Molecules 2025 dataset: a structure of composition C5H14BiClIO2P in a non-equilibrium geometry (the ωB97M-V functional and the def2-TZVPD basis).

```
25
Properties=species:S:1:pos:R:3:lowdin_charge:R:1
H 0.46172 5.11929 -2.07792 0.06
H -1.23240 2.27947 -3.46289 0.07
H 0.39859 2.53985 -4.15192 0.06
Bi 2.49875 1.30505 -1.71373 0.90
H 0.91138 -3.09915 -0.59584 0.08
C -0.70509 -0.97374 1.39343 -0.55
H 1.90549 -2.52351 0.43274 0.08
C -0.99570 2.28179 -0.63476 -0.26
O 1.19715 -2.26562 -0.18293 -0.09
C -3.39682 0.36092 4.62342 -0.09
C -0.31901 2.88651 -3.39471 -0.23
H -1.81321 3.02373 -0.74442 0.08
Cl 2.94908 1.54989 0.68785 -0.21
H 0.45834 4.72284 -0.33202 0.07
H -0.31056 -1.95352 1.11136 0.01
H -0.77203 -0.36777 0.48711 -0.01
H -1.38364 1.28414 -0.89433 0.04
I -2.55662 -1.12135 2.24690 1.38
C 0.86402 4.43473 -1.31327 -0.24
H -0.01748 -0.49535 2.09430 0.05
O -3.77993 0.88163 5.55265 0.13
H 1.95393 4.56486 -1.28221 0.05
H -0.56436 3.94308 -3.58025 0.07
P 0.39354 2.72683 -1.73048 0.53
H -0.67609 2.26160 0.41938 0.05
```

LUMO level (alpha / beta): -8.11 / -10.66 eV
ΔE to the lowest compared entry with this formula, charge and spin: 0.0 kcal/mol
net charge: +2
calculated total energy: -1662.5779 hartree
HOMO-LUMO gap (alpha / beta): 8.41 / 4.01 eV
F_max: 2.17 eV Å⁻¹